(1)
The following is a quantum chemistry calculation of a cluster of 2 separate species, C2H8N2O3 in total in a non-equilibrium geometry, from OMol25.

Geometry as ORCA input:
```
! wB97M-V def2-TZVPD RIJCOSX def2/J DEFGRID3
* xyz 0 1
N 1.257 -1.061 0.685
O 3.303 0.183 0.765
H 2.906 -1.548 1.805
H 4.249 0.088 1.013
H -3.778 0.948 -1.196
C -1.980 0.368 -0.649
H 0.880 -0.396 1.321
H -0.486 1.442 -0.920
O -2.191 -0.835 -0.698
C 2.662 -1.122 0.829
O -0.810 0.941 -0.159
H 1.000 -0.773 -0.286
H -2.855 2.174 -0.361
H 3.067 -1.792 0.070
N -2.898 1.357 -0.939
*
```

Calculated values
Highest occupied orbital energy (eV): -9.581
M (g/mol): 108.10
Structure (SMILES): NC(=O)O.NCO
Gap between HOMO and LUMO (Eh): 0.371
ΔE to the lowest compared entry with this formula, charge and spin (kJ/mol): 45.1
LUMO level (hartree): 0.019
Electronic energy (Eh): -416.24128

(2)
The following is a quantum chemistry calculation of a cluster of 2 separate species, CH6N2 in total in a non-equilibrium geometry, from OMol25.

Geometry as ORCA input:
```
! wB97M-V def2-TZVPD RIJCOSX def2/J DEFGRID3
* xyz 0 1
H 1.230 0.474 0.871
H -2.886 -1.174 -0.008
H 2.518 0.681 -0.325
C 1.702 0.045 -0.003
H 0.958 -0.025 -0.785
H -3.459 0.476 0.076
N -2.613 -0.153 0.021
N -1.487 0.230 -0.005
H 2.077 -0.945 0.236
*
```

Calculated values
Highest occupied orbital energy (eV): -8.270
M (g/mol): 46.07
Gap between HOMO and LUMO (Eh): 0.337
ΔE to the lowest compared entry with this formula, charge and spin (kJ/mol): 247.5
LUMO level (hartree): 0.033
Electronic energy (Eh): -151.10470

(3)
The following is a quantum chemistry calculation of a cluster of 11 separate species, C69H156N14O13 in total in a non-equilibrium geometry, from OMol25.

Geometry as ORCA input:
```
! wB97M-V def2-TZVPD RIJCOSX def2/J DEFGRID3
* xyz 0 1
H -1.828 0.160 -2.453
H -2.682 3.774 3.476
C 2.021 1.946 8.482
O -0.405 2.249 0.538
C 2.475 2.546 0.246
H 2.072 -4.329 2.044
H -0.942 4.865 2.156
H 4.336 0.297 5.485
H 3.506 -6.155 1.991
H -5.410 3.966 2.589
H 2.168 6.175 3.488
H -7.088 0.921 -1.718
H -7.098 0.890 3.369
H 1.505 4.074 7.831
H -0.190 -0.076 -10.368
H 1.235 -0.410 1.804
C 2.373 3.099 5.415
C 1.833 -1.009 -0.946
H -3.211 3.869 -7.062
C 3.321 2.357 9.155
H 0.921 1.140 2.390
C 1.390 5.668 2.919
H -8.731 3.089 3.913
C -5.307 0.600 1.273
O -3.108 0.021 -6.777
C -1.989 2.082 -7.288
H -6.302 2.137 4.173
H 0.997 6.320 2.139
H -0.817 -1.844 -8.226
C -1.177 0.774 4.191
C -0.691 4.463 3.138
H 5.667 -1.309 -6.460
H -0.540 -3.386 0.088
H 4.925 -5.941 -1.459
C 0.618 -0.576 -1.691
O 4.347 -6.012 2.432
H 3.834 4.194 7.992
N -7.269 2.005 0.920
H 3.611 -2.667 4.080
H -3.811 -2.062 3.338
H 4.753 3.405 6.425
H 4.140 -0.434 -3.414
H 1.277 4.976 -1.908
C 1.758 -2.051 -6.352
H 5.938 -2.301 2.361
C -2.571 -3.855 0.166
H 0.588 3.690 -0.926
H 5.913 -1.384 0.063
H 5.154 3.390 8.782
C -3.094 0.241 -9.844
C 4.153 -3.533 2.291
N -0.807 -0.464 4.105
N -3.466 -1.880 -4.492
C -5.065 1.237 2.616
H -1.283 2.346 5.206
H -4.821 3.145 0.215
H -1.375 5.239 9.466
H 6.322 -3.609 -1.031
H 4.787 0.152 -6.011
H -0.890 1.310 -5.478
H 0.198 -6.757 -0.563
H 7.142 -3.378 0.494
H 4.262 -2.093 -2.981
H 2.988 0.766 -1.358
H 0.805 3.553 9.384
H -0.892 -0.950 3.224
H 3.888 -4.363 4.377
O -0.821 5.970 -2.438
H 1.301 3.135 5.609
H 5.669 -1.293 -3.771
H -3.617 4.871 5.847
C 4.207 -3.522 3.760
N -1.157 -3.851 0.739
C -7.182 2.696 2.236
H -0.693 3.683 -8.175
H -4.667 0.521 3.334
H 3.899 1.462 9.383
C 3.995 -1.800 -5.135
H -2.743 4.542 10.098
H -1.763 -0.925 -5.283
N 0.423 1.482 -0.305
C 1.614 0.610 1.737
C 4.983 -2.314 1.836
H 5.234 -3.363 4.089
C -6.467 4.049 2.336
C -8.623 2.791 2.871
H -5.881 -0.100 -1.453
O 5.530 -3.578 -5.288
H -1.518 3.798 -0.448
H 0.702 -1.781 -6.317
C -2.965 4.023 6.056
C 1.402 0.835 9.377
O 0.848 -4.886 -0.984
H -0.581 -1.131 0.790
H -4.303 1.960 -0.977
C -1.307 0.980 -1.959
H 3.696 -4.843 -1.019
H -7.396 -0.236 -0.399
H -3.696 3.428 8.009
H 2.699 2.942 -0.744
N -1.433 -1.554 -4.565
H 2.028 -1.733 -7.359
H -4.339 0.392 0.817
H 2.389 2.932 4.338
C 4.222 3.208 8.246
H 0.111 -4.338 -2.880
C 1.123 3.223 8.395
C 3.842 -4.122 -7.664
H 2.588 0.718 2.214
H 2.656 -3.520 0.701
H -2.084 1.630 -1.557
C 3.377 -4.087 -6.227
H -1.699 0.256 0.706
O -8.114 2.747 0.097
H -2.546 -2.004 -8.442
C 6.659 -5.889 0.618
H -9.190 1.870 2.735
H 5.273 1.755 6.893
C -6.147 1.359 0.240
H 4.309 1.673 4.384
C -0.232 -5.757 -0.629
H 2.541 -1.490 -1.622
H -3.599 -3.715 3.823
C -5.175 2.377 -0.473
C 1.747 1.222 0.343
N -1.685 4.082 5.416
C -1.989 4.423 4.011
H 1.951 3.411 0.651
H 0.446 0.550 8.938
H -5.793 -0.333 1.555
C -6.647 0.405 -0.865
H -0.527 -0.905 4.970
C -1.830 -0.013 -8.898
C -3.137 2.960 -7.660
H 3.631 -3.166 -8.143
H 0.497 2.508 -9.840
H 4.547 -1.380 2.193
C -2.829 3.953 7.607
H -2.831 6.299 9.827
H -3.322 1.285 -10.061
C 6.164 -3.557 0.046
O -2.077 -3.185 -3.257
C 1.884 -3.520 -6.267
C 2.596 0.215 -0.504
H 1.750 4.703 2.560
H 1.872 -4.094 -2.607
H -2.474 1.869 -5.135
H 3.435 2.415 0.744
H -3.449 3.083 5.794
H 2.818 4.094 5.440
H -0.527 1.628 1.259
H -3.401 -5.204 1.563
C 2.687 -3.466 1.789
H 4.364 -5.900 -5.338
O 1.322 0.687 6.492
H -2.571 -4.419 -0.767
C 5.325 -2.265 0.322
H -2.032 3.271 7.902
C -1.650 -1.547 -8.863
H -4.058 2.388 -7.548
C -0.448 2.092 -9.492
H 0.148 -5.190 1.471
H 7.374 -5.780 -0.197
H -1.160 3.011 -5.410
O -1.698 1.300 3.169
H -0.391 3.426 2.981
C 4.462 2.483 6.928
H -8.785 2.103 -0.141
H -9.289 3.485 2.359
O -2.810 5.285 8.155
H 6.503 -6.968 0.641
H -2.913 -0.229 -10.811
H 0.867 -0.057 -2.616
C -1.607 2.081 -5.761
H 0.259 0.126 -8.839
H -0.294 1.103 5.969
N -2.132 0.628 -7.564
C -2.458 5.355 9.430
H -4.620 -4.609 0.479
H 3.405 -0.160 0.123
H 3.137 2.753 10.153
N 4.202 -3.270 -5.345
C -0.635 5.178 -1.577
C -0.695 -5.261 0.784
H -4.268 1.976 2.526
H -5.737 2.888 -1.255
H 4.167 -1.030 -7.175
H -2.753 -2.859 -0.239
H -1.222 2.421 -10.185
O -4.276 -3.274 1.867
N 2.398 1.272 7.148
C 3.199 2.007 6.126
H 5.552 -4.325 -4.685
H 4.908 -4.283 -7.826
H -2.399 -2.934 2.751
C -3.459 -3.032 2.986
C 4.583 -1.376 -3.736
H 0.264 2.362 -7.555
H -4.305 -2.373 -4.221
C 4.391 -5.563 -0.587
H 7.302 -5.780 1.491
H -6.847 4.574 3.213
H 2.201 -2.543 2.108
H -3.142 3.236 -8.714
N 0.483 4.541 -1.459
H 0.051 -1.479 -1.917
C -2.345 -2.265 -4.021
H 2.122 0.017 9.414
C 3.689 1.041 5.020
C -0.349 0.336 -0.914
H -2.415 5.426 4.050
C -0.506 0.518 -9.510
C 2.519 -1.454 -5.199
H 3.418 -4.981 -8.182
H 0.184 3.030 7.876
C 5.442 -4.939 0.429
N 4.804 -4.782 1.794
H -2.049 -1.072 -0.208
H 2.322 -0.391 -5.341
H -4.004 -0.243 -9.489
H -1.318 -5.910 1.400
H -6.520 4.681 1.449
H 3.940 -6.533 -0.378
H 2.816 -5.525 -4.637
C -3.751 -4.302 1.061
C 3.370 -5.523 -5.576
H 1.439 -3.974 -7.154
H 2.978 0.437 4.457
H -0.497 -1.934 -4.581
H -2.462 5.248 -0.662
H -1.165 4.794 5.910
H 2.058 -1.688 -4.239
H 1.546 -1.671 -0.128
C 4.680 -0.912 -6.221
H -3.973 0.321 -7.066
H 1.164 -5.700 -2.833
H 1.242 1.106 10.420
H 4.428 -2.238 -0.297
O 0.329 5.348 3.716
C -1.179 -0.507 0.126
H -3.464 -1.037 -5.047
H 1.260 -3.966 -5.493
C 1.006 -4.718 -2.387
N -1.610 4.731 -0.825
H -1.009 -5.725 -1.392
H 1.786 -0.075 6.137
H -0.683 1.450 -2.719
C -6.427 1.727 3.171
H -1.544 -2.060 -9.819
H 2.972 -6.266 -6.267
C -0.698 2.607 -8.003
N -1.013 1.378 5.314
*
```

Calculated values
Highest occupied orbital energy (eV): -8.001
M (g/mol): 1390.09
Structure (SMILES): CC1(C)CCCC(C)(C)N1O.CC1(C)CCCC(C)(C)N1O.CC1(C)CCCC(C)(C)N1O.CC1(C)CCCC(C)(C)N1O.CC1(C)CCCC(C)(C)N1O.CC1(C)CCCC(C)(C)N1O.COCCNCCOC.COCCNCCOC.NC(N)=O.NC(N)=O.NC(N)=O
Gap between HOMO and LUMO (Eh): 0.305
ΔE to the lowest compared entry with this formula, charge and spin (kJ/mol): 0.0
LUMO level (hartree): 0.011
Electronic energy (Eh): -4466.88169

(4)
The following is a quantum chemistry calculation of a structure of composition C22H23N3O5S in a non-equilibrium geometry, from OMol25.

Geometry as ORCA input:
```
! wB97M-V def2-TZVPD RIJCOSX def2/J DEFGRID3
* xyz 0 1
H 1.896 2.065 2.698
H -4.129 1.524 -1.165
H 3.523 3.323 -2.052
C -5.162 -1.753 0.319
C 2.253 1.433 -2.324
H -8.471 -1.167 0.745
C 4.184 0.258 -0.456
C -6.434 -1.814 0.758
N -5.687 0.509 -0.621
H -4.352 -2.422 0.714
C 2.320 -0.915 1.787
C -4.786 -0.742 -0.262
H 1.587 1.866 -2.942
N -1.176 0.993 0.026
C 3.282 2.232 -1.826
H -2.841 0.767 -2.331
C 1.799 1.143 2.302
H -2.506 -2.250 -0.694
C -1.095 -0.334 -0.591
H -1.720 2.502 -0.976
C -3.173 0.944 -1.513
H -2.520 -1.294 0.870
H 5.098 2.263 -0.365
H 2.285 -2.963 1.597
H 6.976 0.850 0.043
H -7.630 1.115 -0.493
S 3.009 -2.082 -0.654
H 4.055 -2.160 1.597
C 3.166 -0.251 -1.018
O 5.128 -0.448 0.180
O 4.315 -3.076 -1.062
H -0.363 -0.978 -0.344
H -6.749 -2.943 1.329
H 3.776 0.066 3.110
C 6.240 0.470 0.932
N -3.439 -0.274 -0.675
C -7.057 0.101 -0.120
C -2.293 1.867 -0.448
H -1.069 -0.363 -1.564
C -0.253 1.498 0.896
C 2.823 0.015 2.483
O 1.871 -2.587 -0.993
H -2.776 2.230 0.597
O -0.432 2.603 1.055
C 4.179 1.566 -0.690
H 1.545 -0.558 -2.313
C -2.408 -0.948 -0.493
O 1.412 -0.636 0.989
C 3.013 -2.176 1.176
C 1.023 0.806 1.265
C 2.312 0.020 -1.898
H 6.818 -0.266 1.422
C -7.369 -1.014 0.542
H 6.003 1.386 1.451
*
```

Calculated values
Highest occupied orbital energy (eV): -7.617
M (g/mol): 441.51
Gap between HOMO and LUMO (Eh): 0.288
ΔE to the lowest compared entry with this formula, charge and spin (kJ/mol): 2261.8
LUMO level (hartree): 0.008
Electronic energy (Eh): -1790.01849

(5)
The following is a quantum chemistry calculation of the ion C3H10N2O with charge +1 in a non-equilibrium geometry, from OMol25.

Geometry as ORCA input:
```
! wB97M-V def2-TZVPD RIJCOSX def2/J DEFGRID3
* xyz 1 2
H 0.401 0.338 -1.820
H 2.100 -2.078 0.161
C -0.152 -0.297 0.195
N -0.889 0.133 1.321
H -2.229 1.080 -0.854
H 0.044 1.705 -0.755
C 1.387 -0.244 0.542
C -0.276 0.706 -1.051
H -1.992 -0.176 -1.717
H -0.470 0.867 1.889
N -1.611 0.768 -1.602
O 2.171 -1.156 -0.154
H -1.226 -0.615 1.909
H 1.438 -0.451 1.609
H -0.572 -1.286 -0.009
H 1.876 0.707 0.335
*
```

Calculated values
Highest occupied orbital energy (alpha / beta) (eV): -14.917 / -14.558
M (g/mol): 90.13
Gap between HOMO and LUMO (alpha / beta) (Eh): 0.434 / 0.225
ΔE to the lowest compared entry with this formula, charge and spin (kJ/mol): 200.3
LUMO level (alpha / beta) (hartree): -0.114 / -0.310
Electronic energy (Eh): -304.70897

(6)
The following is a quantum chemistry calculation of a cluster of 2 separate species, C5H8N2 in total, from OMol25.

Geometry as ORCA input:
```
! wB97M-V def2-TZVPD RIJCOSX def2/J DEFGRID3
* xyz 0 1
H 2.572 -1.456 0.827
H 2.806 -0.951 -0.874
N 0.192 -0.965 0.366
H -2.450 1.309 -1.018
H 3.157 0.199 0.447
C 0.726 1.132 -0.280
N 1.141 -0.161 0.091
H -3.091 0.919 -1.141
C -0.950 -0.134 0.240
C -2.155 -0.645 0.572
C -0.632 1.228 -0.215
H -2.316 -1.708 0.729
H -3.003 0.016 0.715
C 2.516 -0.624 0.127
H 1.488 1.840 -0.586
*
```

Calculated values
Highest occupied orbital energy (eV): -7.777
M (g/mol): 96.13
Gap between HOMO and LUMO (Eh): 0.243
ΔE to the lowest compared entry with this formula, charge and spin (kJ/mol): 556.5
LUMO level (hartree): -0.043
Electronic energy (Eh): -304.62355

(7)
The following is a quantum chemistry calculation of the ion C23H46N3O3 with charge +1 in a non-equilibrium geometry, from OMol25.

Geometry as ORCA input:
```
! wB97M-V def2-TZVPD RIJCOSX def2/J DEFGRID3
* xyz 1 1
H 3.001 -0.748 0.633
N -2.398 2.272 0.254
C 4.175 2.372 -0.418
H -1.676 4.292 0.476
O 4.163 -4.149 1.350
H 2.804 0.607 -1.036
C 3.799 1.082 -1.334
O -4.133 -3.167 1.605
C -0.381 2.484 -2.413
H 4.858 -0.452 -2.528
C -3.431 1.616 -0.658
H 0.416 2.966 -3.090
C 1.805 3.413 0.266
H -4.747 -1.937 -2.025
H -5.042 -4.055 -1.578
H -5.543 -4.699 0.129
H 4.711 -1.256 3.056
C -6.040 -1.858 2.437
H 5.574 -4.458 -0.293
H -5.817 -0.740 2.409
C -5.184 -2.576 1.277
C -1.421 1.261 0.786
H 2.736 1.553 1.131
H 2.177 3.963 -0.675
C -4.799 -1.627 -0.935
H -0.017 2.621 1.985
H -1.411 2.622 -2.890
H 3.240 -2.151 2.470
H -7.146 -2.089 2.223
H -2.457 3.898 -1.153
C -5.371 -0.121 -0.770
H -5.047 1.386 0.900
H -6.827 -4.099 -1.030
C 4.297 -1.827 2.145
C 4.998 -1.159 -0.387
C -4.407 0.705 0.225
H 5.230 2.212 0.016
H -6.451 -0.099 -0.416
O -0.514 0.201 -3.268
H 0.607 0.421 -1.562
H 4.199 3.326 -1.036
H -3.736 -1.653 -0.516
C 4.504 -4.644 0.037
C 5.007 0.040 -1.496
H 6.084 -1.246 -0.013
H -4.069 2.409 -1.188
H 4.709 -2.096 -0.959
C 3.098 2.573 0.782
H 4.377 -5.790 0.071
H 6.013 0.573 -1.557
H -2.932 0.949 -1.434
H 0.684 1.029 1.426
H -5.808 -2.336 3.443
C 5.101 -3.176 1.860
H 3.620 1.520 -2.388
H -1.324 0.349 0.099
H 3.711 -4.265 -0.691
H -2.949 2.605 1.072
C 4.107 -0.841 0.896
C -0.036 0.930 -2.355
N 0.657 2.540 -0.105
H -5.333 0.350 -1.806
H 4.427 0.207 1.256
H -3.878 -0.046 0.896
H -1.836 0.871 1.777
C -1.761 3.493 -0.347
H 0.126 4.282 -1.199
H 1.550 4.206 1.046
H 5.434 -3.571 2.894
C 0.021 1.903 1.079
N -5.689 -2.528 -0.116
C -0.319 3.239 -0.992
H 3.597 3.088 1.673
H 6.056 -3.057 1.258
C -5.746 -3.917 -0.681
*
```

Calculated values
Highest occupied orbital energy (eV): -11.079
M (g/mol): 412.64
Structure (SMILES): COCCCCCCCCCN1CC[N@H+](CCCCN(C)C(C)=O)C[C@@H]1CC=O
Gap between HOMO and LUMO (Eh): 0.299
ΔE to the lowest compared entry with this formula, charge and spin (kJ/mol): 640.0
LUMO level (hartree): -0.108
Electronic energy (Eh): -1293.47386

(8)
The following is a quantum chemistry calculation of a structure of composition C6H8Cl3CrF3NO9S3 in a non-equilibrium geometry, from OMol25.

Geometry as ORCA input:
```
! wB97M-V def2-TZVPD RIJCOSX def2/J DEFGRID3
* xyz 0 2
O -1.022 1.989 1.954
Cr 1.029 -0.042 -0.108
Cl 0.697 -1.618 -3.603
H -4.786 1.093 -2.364
N -2.597 1.565 -0.453
Cl -0.008 -2.184 -0.752
O 2.891 -2.269 -1.631
C 3.443 0.701 3.206
F 3.678 2.004 3.327
H 0.976 -3.573 -2.343
O 2.384 -0.088 -1.350
F 4.547 0.024 3.501
H -4.644 1.814 -0.102
C -3.944 1.018 -0.349
H -0.759 -3.208 -2.705
O -0.581 -0.210 1.144
C -4.252 0.402 -1.714
Cl -0.946 0.613 2.370
S 3.057 0.381 1.413
O 0.050 0.431 3.352
S -0.141 1.457 -1.499
F 2.490 0.340 4.038
O -2.221 0.126 2.763
H -4.828 -0.515 -1.621
O 2.248 -0.876 1.311
O 2.098 1.408 0.921
H -3.958 0.278 0.454
H -2.182 2.121 0.301
C -1.808 1.064 -1.359
S -2.636 0.019 -2.462
C 3.113 -1.098 -1.801
H 4.046 -0.729 -2.248
O 4.356 0.372 0.835
C 0.210 -2.812 -2.426
*
```

Calculated values
Highest occupied orbital energy (alpha / beta) (eV): -9.662 / -9.549
M (g/mol): 549.68
Gap between HOMO and LUMO (alpha / beta) (Eh): 0.286 / 0.305
ΔE to the lowest compared entry with this formula, charge and spin (kJ/mol): 77.0
LUMO level (alpha / beta) (hartree): -0.069 / -0.046
Electronic energy (Eh): -4884.31927